# C69H58O13SSi

5 unconnected molecules or ions with the total composition C69H58O13SSi in a non-equilibrium geometry (ωB97M-V with the def2-TZVPD basis set, OMol25).

Structure (ORCA input):
```
! wB97M-V def2-TZVPD RIJCOSX def2/J DEFGRID3
* xyz 0 1
C 5.42620 -7.38652 4.66997
C 4.92891 -6.07890 4.05173
S 4.43402 -4.90567 5.32450
C 4.10368 -3.51433 4.21348
C 3.82584 -2.21496 4.94676
C 5.01073 -1.73275 5.77981
O 6.20813 -1.75753 5.06237
C 6.62997 -0.50860 4.53314
O 3.65350 -1.24245 3.86295
C 2.62031 -0.42618 4.11831
O 2.44930 0.62720 3.58745
O 1.79708 -0.96887 5.04820
C 2.50214 -2.02583 5.72270
C 1.59680 -3.18815 6.06837
C 0.93914 -3.97481 4.92263
O -0.46718 -3.82176 4.93811
Si -1.31737 -2.90790 3.83429
C -0.27004 -2.17611 2.46577
C -2.60002 -4.01453 3.04460
C -2.20365 -1.51291 4.69886
H 6.50402 -7.37253 4.81748
H 4.92042 -7.60008 5.61219
H 5.19934 -8.21113 3.99310
H 5.69945 -5.63422 3.41899
H 4.06874 -6.27719 3.40714
H 4.99812 -3.34749 3.61092
H 3.28155 -3.75685 3.54102
H 5.11153 -2.39130 6.64991
H 4.77025 -0.72871 6.15219
H 7.70420 -0.57680 4.37240
H 6.13983 -0.29426 3.58060
H 6.42361 0.30486 5.23438
H 2.78540 -1.60542 6.69780
H 0.79944 -2.79892 6.70473
H 2.18304 -3.86890 6.68957
H 1.15844 -5.03458 5.07312
H 1.35282 -3.70363 3.94943
H 0.16101 -1.21419 2.73903
H -0.94152 -2.00884 1.61780
H 0.53200 -2.82069 2.09735
H -3.04544 -4.68473 3.78196
H -3.39285 -3.41124 2.59586
H -2.16064 -4.62203 2.24911
H -2.74553 -0.94993 3.93262
H -2.91030 -1.88202 5.44258
H -1.49945 -0.81974 5.16497
O 4.57238 -6.52046 -4.60378
C 4.94398 -6.65653 -3.45847
C 5.94694 -7.69771 -3.08936
C 6.47549 -8.50487 -4.08896
C 7.42595 -9.46114 -3.77450
C 7.85399 -9.61583 -2.46046
C 7.32346 -8.82162 -1.45844
C 6.36665 -7.86254 -1.76759
C 5.79842 -7.02925 -0.67076
O 6.12356 -7.20182 0.48561
C 4.81487 -5.97280 -1.04395
C 4.29751 -5.16028 -0.04474
C 3.39698 -4.15775 -0.36116
C 3.01026 -3.96260 -1.68308
C 3.51684 -4.77536 -2.68339
C 4.41840 -5.78495 -2.36818
H 6.13520 -8.37067 -5.10639
H 7.83790 -10.08747 -4.55467
H 8.60249 -10.35894 -2.21922
H 7.64235 -8.93341 -0.43142
H 4.61168 -5.32327 0.97749
H 2.99753 -3.52226 0.41897
H 2.31221 -3.17394 -1.93106
H 3.22306 -4.63781 -3.71480
O -3.47348 4.06108 3.23762
C -3.02370 4.15136 4.36251
C -1.91681 3.26657 4.81084
C -1.37921 2.35399 3.91146
C -0.33475 1.52975 4.29200
C 0.19311 1.62327 5.57829
C -0.36126 2.51191 6.48544
C -1.41262 3.33891 6.10923
C -1.98553 4.28662 7.10406
O -1.58382 4.32465 8.24748
C -3.07507 5.19953 6.64354
C -3.60384 6.12029 7.53925
C -4.60117 6.98917 7.13029
C -5.07617 6.94250 5.82413
C -4.55898 6.02099 4.93013
C -3.55894 5.14549 5.33524
H -1.79420 2.29223 2.91428
H 0.07586 0.82757 3.58685
H 1.01498 0.98660 5.87046
H 0.02405 2.58622 7.49349
H -3.22285 6.14529 8.55080
H -5.01023 7.70684 7.82916
H -5.85199 7.62620 5.50556
H -4.92169 5.97100 3.91278
O -2.69477 0.58005 -0.54478
C -2.79378 1.39634 -1.43655
C -2.33436 1.08112 -2.82104
C -1.81328 -0.17875 -3.08857
C -1.40722 -0.50027 -4.37253
C -1.52004 0.43423 -5.39642
C -2.02882 1.69449 -5.13379
C -2.43409 2.02331 -3.84579
C -2.96629 3.39121 -3.58514
O -3.01349 4.21860 -4.47216
C -3.44574 3.69988 -2.21094
C -3.97295 4.95800 -1.94592
C -4.44285 5.25839 -0.67746
C -4.39256 4.30302 0.33130
C -3.85960 3.05128 0.07368
C -3.38016 2.74482 -1.19242
H -1.73642 -0.89584 -2.28292
H -1.00444 -1.48301 -4.58009
H -1.20924 0.17743 -6.40050
H -2.11835 2.43430 -5.91753
H -4.00416 5.69285 -2.73906
H -4.84746 6.24104 -0.47261
H -4.75440 4.53125 1.32212
H -3.80806 2.30616 0.85517
O -6.65269 5.26423 -10.96880
C -5.65554 5.58996 -10.36011
C -5.58494 5.48544 -8.87554
C -6.67986 4.98252 -8.18538
C -6.62652 4.85358 -6.80735
C -5.47996 5.22083 -6.11245
C -4.38767 5.73268 -6.79369
C -4.43843 5.87149 -8.17501
C -3.25845 6.44009 -8.88658
O -2.27927 6.82068 -8.28191
C -3.32035 6.52349 -10.37600
C -2.22146 7.01824 -11.06785
C -2.24811 7.08556 -12.45018
C -3.37263 6.65894 -13.14885
C -4.47323 6.17321 -12.46433
C -4.45276 6.10601 -11.07639
H -7.56313 4.69538 -8.73898
H -7.48049 4.46010 -6.27121
H -5.43343 5.10450 -5.03824
H -3.49293 6.01820 -6.26032
H -1.35423 7.34365 -10.51009
H -1.39083 7.46959 -12.98733
H -3.38882 6.70751 -14.22973
H -5.35643 5.84150 -12.99250
*
```

Properties
LUMO energy: -1.16 eV
E: -117828.897 eV
SMILES: CCSC[C@@]1(COC)OC(=O)O[C@H]1CCO[Si](C)(C)C.O=C1c2ccccc2C(=O)c2ccccc21.O=C1c2ccccc2C(=O)c2ccccc21.O=C1c2ccccc2C(=O)c2ccccc21.O=C1c2ccccc2C(=O)c2ccccc21
highest occupied orbital energy: -9.031 eV